Formula: C30H60Br4NiO14S6
Source: the OMol25 dataset
Level of theory: wB97M-V/def2-TZVPD

Values from the calculation:
**Energy**: -446965.678 eV
**E_LUMO (spin up / spin down)**: 0.19 / 0.16 eV
**Max |F|**: 3.70 eV Å⁻¹
**Multiplicity**: 3
**Relative energy (zero: lowest compared OMol25 entry of this formula, charge and spin)**: 82.7 kcal/mol
**Highest occupied orbital energy (spin up / spin down)**: -7.428 / -7.326 eV
**⟨S²⟩**: 2.0039

Geometry (Å):
Ni: 0.10 1.79 0.23
O: 0.89 -0.17 0.13
C: -0.23 -0.99 0.50
C: -1.71 -0.37 0.31
O: -1.80 1.04 0.40
H: -0.14 -1.45 1.49
H: -0.16 -1.90 -0.10
H: -2.59 -0.89 0.69
H: -2.07 -0.69 -0.67
C: -1.98 1.00 4.92
C: -1.05 -0.13 4.51
C: 0.37 0.38 4.62
S: 0.33 2.06 3.80
O: 0.44 1.92 2.37
O: 1.10 3.02 4.50
C: -1.47 2.29 4.20
H: -2.10 1.17 5.99
H: -3.02 0.77 4.69
H: -1.18 -0.24 3.43
H: -1.32 -1.05 5.03
H: 1.21 -0.26 4.35
H: 0.56 0.61 5.67
H: -2.08 2.59 3.35
H: -1.49 3.07 4.96
C: -4.76 -1.24 -2.16
C: -4.37 -2.46 -2.92
C: -2.96 -2.16 -3.59
S: -3.13 -0.41 -3.99
O: -3.83 -0.35 -5.27
O: -1.87 0.32 -3.79
C: -4.35 0.11 -2.77
H: -4.26 -1.31 -1.20
H: -5.79 -1.29 -1.83
H: -5.01 -2.45 -3.80
H: -4.42 -3.43 -2.42
H: -2.76 -2.76 -4.48
H: -2.08 -2.24 -2.94
H: -4.97 0.77 -3.38
H: -3.77 0.80 -2.15
C: 2.98 -4.07 -3.97
C: 3.27 -3.75 -2.50
C: 2.16 -2.85 -1.91
S: 1.02 -2.35 -3.36
O: 0.71 -0.97 -3.22
O: -0.04 -3.29 -3.56
C: 2.29 -2.84 -4.59
H: 2.34 -4.96 -3.98
H: 3.83 -4.35 -4.58
H: 4.16 -3.13 -2.40
H: 3.43 -4.60 -1.84
H: 2.68 -1.93 -1.65
H: 1.75 -3.13 -0.93
H: 2.87 -1.94 -4.79
H: 1.77 -3.00 -5.54
C: -2.37 5.55 -1.61
C: -3.63 5.28 -0.76
C: -3.24 4.45 0.39
S: -1.47 5.01 0.85
O: -0.57 3.89 0.68
O: -1.55 5.77 2.09
C: -1.27 6.03 -0.63
H: -2.56 6.25 -2.43
H: -2.14 4.58 -2.06
H: -4.37 4.81 -1.40
H: -3.97 6.26 -0.43
H: -3.18 3.40 0.12
H: -3.86 4.65 1.27
H: -0.24 6.02 -0.99
H: -1.48 7.04 -0.27
C: 4.27 2.21 -2.30
C: 4.97 3.40 -1.69
C: 4.14 3.84 -0.52
S: 3.52 2.33 0.36
O: 2.05 2.49 0.45
O: 4.32 2.05 1.58
C: 3.98 1.30 -1.12
H: 4.97 1.78 -3.02
H: 3.35 2.44 -2.84
H: 5.07 4.26 -2.35
H: 6.00 3.19 -1.38
H: 3.16 4.28 -0.72
H: 4.76 4.29 0.26
H: 3.29 0.49 -1.38
H: 4.90 0.78 -0.88
C: 3.78 -2.12 3.10
C: 5.28 -1.65 3.33
C: 6.15 -2.28 2.21
S: 5.06 -2.44 0.68
O: 4.94 -3.84 0.28
O: 5.35 -1.42 -0.28
C: 3.50 -1.85 1.58
H: 3.02 -1.56 3.64
H: 3.89 -3.18 3.34
H: 5.67 -1.80 4.34
H: 5.30 -0.56 3.33
H: 6.40 -3.33 2.38
H: 7.15 -1.92 1.96
H: 2.59 -2.17 1.07
H: 3.55 -0.78 1.41
Br: -3.52 -3.71 0.40
C: -1.85 -4.90 0.67
C: -1.06 -4.95 -0.64
Br: 0.53 -6.16 -0.51
H: -2.24 -5.82 1.09
H: -1.26 -4.36 1.42
H: -0.69 -3.95 -0.85
H: -1.84 -5.22 -1.36
Br: -5.93 -1.04 3.43
C: -5.73 -0.32 1.59
C: -5.27 1.10 1.67
Br: -6.45 2.54 2.44
H: -6.58 -0.50 0.94
H: -4.94 -0.91 1.12
H: -4.81 1.51 0.78
H: -4.35 1.18 2.26